The following is a quantum chemistry calculation of a structure of composition C37H27BiFN4O3P in a non-equilibrium geometry, from the OMol25 dataset.

```
74
Properties=species:S:1:pos:R:3:forces:R:3:lowdin_charge:R:1
Bi 0.345958 0.761247 -0.339484 0.507 -0.249 0.405 1.743
O 0.460166 8.562777 -0.665045 0.007 0.563 -0.306 0.137
N 0.530138 7.846870 0.297439 -0.129 -0.391 -0.301 -0.351
O 0.973148 8.126447 1.381518 0.193 0.304 0.593 0.115
C 0.017735 6.486995 0.104587 -0.900 -0.485 -0.516 -0.059
C -1.090569 6.353151 -0.668444 0.513 0.360 0.324 0.089
C -1.634932 5.069517 -0.945380 0.172 -0.596 0.196 -0.106
C -2.820396 4.908556 -1.683636 0.144 -0.272 -0.028 0.042
C -3.242624 3.638332 -2.000927 0.147 0.232 0.081 -0.001
C -2.474796 2.556303 -1.563391 -0.142 0.085 -0.087 -0.110
N -1.398659 2.679236 -0.812297 0.291 -0.077 0.072 -0.016
C -0.962303 3.907741 -0.490251 -0.485 0.841 -0.300 -0.144
C 0.203763 4.062910 0.340617 0.207 0.919 0.093 -0.144
N 0.827755 2.963657 0.781095 -0.224 -0.494 -0.118 -0.030
C 1.846917 3.062214 1.607740 0.230 0.085 0.205 -0.094
C 2.342424 4.288230 2.045226 -0.128 0.185 -0.171 0.015
C 1.779558 5.444196 1.556116 0.196 -0.259 0.192 0.058
C 0.676500 5.355989 0.684775 -0.053 -0.327 -0.015 -0.041
H -1.557142 7.227832 -1.103376 0.045 0.030 0.062 0.146
H -3.369631 5.782045 -2.005028 -0.041 0.036 -0.051 0.137
H -4.134875 3.473772 -2.584892 -0.031 -0.041 -0.029 0.123
H -2.758289 1.550184 -1.845608 -0.033 -0.052 -0.002 0.106
H 2.290916 2.131540 1.930737 0.031 0.039 0.090 0.098
H 3.161464 4.312032 2.746327 0.083 0.042 0.003 0.127
H 2.164600 6.409561 1.854262 -0.059 -0.102 -0.029 0.123
O -2.248796 0.837936 1.305559 -0.289 0.278 0.631 -0.020
N -1.819252 0.129980 0.226470 -0.214 -0.555 -0.389 -0.237
C -2.623591 -0.639403 -0.410582 -0.423 0.509 0.736 -0.104
C -2.358213 -1.462708 -1.562687 0.289 -0.568 -0.922 -0.228
C -3.462867 -1.730969 -2.382431 0.240 0.187 0.190 -0.007
C -3.329496 -2.498718 -3.521920 0.144 -0.112 -0.124 -0.032
C -2.094996 -3.038857 -3.851465 -0.140 0.040 0.082 -0.018
C -1.001242 -2.839757 -3.018510 -0.036 0.150 0.077 -0.053
C -1.116597 -2.062790 -1.878171 0.079 0.020 -0.008 -0.300
P 0.137988 -1.992313 -0.551506 -0.187 -1.003 -0.493 0.985
C 1.749304 -2.661944 -1.042925 -0.279 0.207 0.066 -0.379
C 2.349456 -2.392574 -2.270937 -0.145 -0.037 0.032 -0.097
C 3.657764 -2.790932 -2.491553 0.071 0.103 -0.101 -0.057
C 4.383966 -3.400365 -1.479950 -0.023 -0.005 -0.015 -0.047
C 3.797363 -3.641181 -0.247358 0.063 0.022 -0.016 -0.052
C 2.484710 -3.274421 -0.027141 -0.188 -0.024 -0.107 -0.106
C -0.644514 -3.288754 0.481881 0.292 0.426 0.168 -0.336
C -0.534174 -4.628498 0.110924 0.005 0.169 0.074 -0.070
C -1.209195 -5.590006 0.841565 -0.069 -0.014 -0.012 -0.044
C -2.002894 -5.222182 1.919146 0.017 0.081 0.042 -0.047
C -2.110400 -3.889950 2.286649 -0.101 -0.034 0.026 -0.056
C -1.430710 -2.920787 1.568663 0.172 -0.056 -0.033 -0.101
H -3.158603 0.588898 1.568217 0.243 -0.062 -0.294 0.139
H -3.667182 -0.656221 -0.080038 0.101 0.086 0.118 0.162
H -4.427861 -1.318794 -2.128439 -0.147 0.036 0.055 0.124
H -4.189726 -2.691681 -4.141003 -0.101 -0.010 -0.097 0.122
H -1.992505 -3.652528 -4.732430 0.013 -0.049 -0.109 0.124
H -0.057247 -3.311924 -3.243770 0.059 -0.100 -0.040 0.107
H 1.795486 -1.891669 -3.054785 0.014 0.019 -0.072 0.104
H 4.114557 -2.614925 -3.454343 0.039 0.026 -0.045 0.116
H 5.409671 -3.684386 -1.649671 0.123 -0.065 -0.056 0.117
H 4.363337 -4.107894 0.543631 0.057 -0.079 0.068 0.119
H 2.018991 -3.464604 0.927778 -0.002 -0.047 0.164 0.112
H 0.077938 -4.917181 -0.732256 0.043 -0.028 -0.048 0.117
H -1.125969 -6.630618 0.569435 0.026 -0.093 -0.051 0.118
H -2.532531 -5.976206 2.478671 -0.049 -0.102 0.066 0.117
H -2.718508 -3.603417 3.132708 -0.027 -0.028 0.058 0.114
H -1.490648 -1.883590 1.864477 -0.001 0.018 0.093 0.074
F 3.634815 -1.799015 4.418461 -0.077 0.024 -0.040 0.104
C 2.885268 -1.228313 3.476078 -0.075 0.156 -0.216 -0.263
C 3.475506 -0.861689 2.277136 0.034 -0.135 0.202 0.007
C 2.686520 -0.282045 1.300471 -0.263 0.169 -0.045 -0.188
C 1.331405 -0.041822 1.516108 -0.058 0.146 -0.085 -0.463
C 0.768952 -0.404084 2.728939 -0.074 0.084 0.078 -0.122
C 1.539376 -1.002284 3.715342 0.106 -0.037 0.039 0.025
H 4.526049 -1.040143 2.117660 0.156 -0.028 -0.004 0.132
H 3.141700 0.004367 0.362959 0.258 -0.030 -0.209 0.102
H -0.271707 -0.206109 2.927585 -0.176 0.014 0.091 0.091
H 1.112475 -1.284264 4.664679 -0.039 -0.040 0.111 0.131
```
Positions in Å, forces in eV/Å.

Net charge: +2



The following is a quantum chemistry calculation of a cluster of 8 separate species, C27H33Cl6F3O2 in total in a non-equilibrium geometry, from the OMol25 dataset.

```
71
Properties=species:S:1:pos:R:3:forces:R:3:lowdin_charge:R:1
F 2.219164 -4.278758 -2.668673 -0.022 -0.071 0.003 0.059
C 1.262601 -4.909800 -1.958561 -0.042 0.320 0.423 -0.282
C 0.524024 -5.907142 -2.557322 -0.224 0.122 -0.123 -0.019
C -0.466063 -6.522972 -1.804706 -0.125 -0.127 0.169 -0.089
C -0.694745 -6.164526 -0.478150 0.293 -0.690 -0.145 -0.101
C 0.082469 -5.182434 0.105323 0.040 0.327 -0.036 -0.099
C 1.048840 -4.526179 -0.641577 0.251 -0.122 0.016 -0.028
H 0.706675 -6.175572 -3.589133 0.047 -0.015 0.025 0.118
H -1.049218 -7.326313 -2.238520 0.040 0.029 -0.056 0.104
H -1.348568 -6.784539 0.121971 -0.280 0.293 -0.018 0.104
H -0.050307 -4.896097 1.140779 -0.067 -0.089 0.018 0.086
H 1.668133 -3.778347 -0.163335 0.028 0.095 -0.235 0.090
F -2.398987 -4.072292 2.418526 0.051 -0.045 0.033 0.050
C -2.922973 -2.886092 2.780350 -0.452 -0.204 -0.155 -0.291
C -4.134268 -2.857584 3.432598 -0.325 0.049 -0.042 -0.006
C -4.701821 -1.622314 3.736320 0.102 -0.068 0.323 -0.076
C -4.058047 -0.453055 3.377454 0.801 0.330 -0.043 -0.086
C -2.831817 -0.511563 2.703227 -1.097 0.147 -0.245 -0.080
C -2.292995 -1.734701 2.373803 0.744 0.008 -0.454 -0.061
H -4.688347 -3.769528 3.610615 0.208 -0.072 0.198 0.120
H -5.628577 -1.603929 4.295648 -0.077 0.085 -0.179 0.107
H -4.429595 0.542622 3.584278 -0.378 -0.214 0.155 0.103
H -2.452340 0.417453 2.295628 0.374 -0.079 0.139 0.103
H -1.439298 -1.835271 1.711115 0.099 0.022 0.231 0.085
F -1.941110 2.329308 -6.152104 -0.035 -0.090 -0.079 0.063
C -1.170684 3.075156 -5.343493 0.143 0.217 0.254 -0.289
C -0.285759 3.976478 -5.892283 0.779 0.393 -0.218 -0.011
C 0.506060 4.763875 -5.051107 -0.748 -0.065 0.266 -0.072
C 0.365122 4.646009 -3.675618 0.062 0.085 0.069 -0.110
C -0.524606 3.722481 -3.138231 0.085 0.288 -0.186 -0.117
C -1.306178 2.939964 -3.973765 -0.136 -0.227 0.191 -0.014
H -0.152789 4.080264 -6.962509 -0.294 -0.154 0.008 0.117
H 1.136716 5.546390 -5.448703 0.157 -0.189 -0.170 0.107
H 0.923792 5.301525 -3.016979 0.052 -0.083 -0.033 0.105
H -0.626267 3.659627 -2.062921 -0.110 -0.103 -0.003 0.073
H -2.025357 2.238178 -3.569114 0.038 -0.015 -0.069 0.119
C 3.242141 2.721181 -2.646280 0.424 -0.096 -0.951 -0.030
C 3.568372 3.722099 -1.574564 -0.668 -0.507 0.169 -0.500
C 2.693966 3.716070 -0.334319 1.628 0.614 1.191 -0.068
O 4.501201 4.474818 -1.670154 0.289 0.258 -0.093 0.081
H 3.749019 3.010550 -3.572514 -0.079 0.096 0.137 0.087
H 2.180937 2.619530 -2.864493 -0.078 0.008 0.259 0.046
H 3.644703 1.732776 -2.407239 -0.151 0.032 0.333 0.090
H 2.734568 2.763743 0.197099 -0.623 -0.335 -0.635 0.052
H 1.700067 4.127636 -0.473450 -0.202 -0.348 -0.144 0.067
H 3.232444 4.335898 0.399759 -0.319 0.385 -0.358 0.087
C 1.213876 3.360044 2.710711 0.074 0.096 -0.470 -0.025
C 2.213246 3.757359 3.769829 -0.349 -0.114 0.493 -0.498
C 3.011504 2.680667 4.454567 -0.337 -0.285 -0.183 -0.039
O 2.281954 4.910776 4.113085 0.221 0.285 -0.016 0.073
H 0.205955 3.346355 3.126424 0.021 -0.020 0.150 0.092
H 1.419032 2.398613 2.237634 0.022 0.002 0.093 0.055
H 1.240786 4.147460 1.955514 -0.148 -0.119 0.002 0.072
H 3.942786 3.075166 4.845930 0.087 -0.032 -0.036 0.087
H 3.134142 1.824894 3.793053 0.391 0.090 -0.031 0.030
H 2.414992 2.287665 5.284697 0.000 0.187 0.051 0.081
Cl 0.876893 -3.182880 3.795508 -0.074 0.085 -0.057 0.530
C 0.726063 -1.486451 4.270983 0.393 -0.012 -0.016 -1.002
Cl 2.319507 -0.726913 4.517769 -0.262 -0.194 0.055 0.539
H 0.235459 -0.934648 3.481931 -0.125 -0.061 -0.064 -0.013
H 0.168162 -1.444350 5.196448 0.006 0.053 0.053 0.031
Cl 1.934908 -0.820450 0.478330 0.374 -0.095 0.092 0.565
C 0.364139 -0.084900 0.276875 -0.704 -0.173 0.084 -1.052
Cl 0.384529 1.358734 -0.720556 -0.061 0.101 -0.147 0.613
H -0.304815 -0.795051 -0.196735 0.131 -0.053 -0.059 -0.045
H -0.037255 0.174998 1.250846 0.118 0.109 0.063 0.001
Cl -2.006095 -2.457430 -1.302670 0.043 0.002 -0.048 0.562
C -3.118296 -3.453942 -2.244565 -0.539 0.339 -0.025 -0.993
Cl -4.644267 -2.597784 -2.599867 0.176 -0.060 0.084 0.499
H -2.672868 -3.684141 -3.201114 0.195 -0.164 0.060 0.025
H -3.374651 -4.318434 -1.649337 0.141 -0.162 -0.071 0.020
```
Positions in Å, forces in eV/Å.

SMILES: Fc1ccccc1.Fc1ccccc1.Fc1ccccc1.CC(C)=O.CC(C)=O.ClCCl.ClCCl.ClCCl



Values of HOMO, in order: -13.701 -9.461, all in eV.
Values of frontier orbital gap, in order: 7.5 9.7, all in eV.
Values of relative energy (zero: lowest compared OMol25 entry of this formula, charge and spin), in order: 23.4 9.4, all in kcal per mole.